Entry 1:
9
Properties=species:S:1:pos:R:3:forces:R:3:lowdin_spin:R:1 method="wB97M-V/def2-TZVPD" homo_energy_ev="-16.01 / -16.02" gap_ev="6.6 / 6.8" spin_multiplicity=7 total_energy_ha=-998.45461 e_lumo_ev="-9.440 / -9.240" s_squared=12.01 de_lowest_kj_mol=170.0 charge=+2
C -0.19910 -0.75480 -0.01821 0.7606 1.6437 0.0102 0.000
C 0.15515 0.46582 -0.55869 -1.1688 -1.4834 -0.3260 -0.001
O 1.44202 0.99438 -0.04925 0.4063 0.3415 -0.3061 0.000
C 1.04454 1.90302 0.65606 1.1648 1.3297 2.3673 0.000
O 1.00625 2.72029 1.45932 -0.6927 -1.0990 -1.6450 0.000
O -1.13251 -1.46056 -0.50091 -1.7383 -2.3937 0.0496 -0.014
H 0.32297 -1.07464 0.89919 0.0435 0.0025 -0.2806 0.000
H -0.13453 0.89282 -1.51529 0.2127 -0.0847 0.3102 0.000
Sm -2.50479 -3.68632 -0.37220 1.0119 1.7434 -0.1797 6.016

***

Entry 2:
9
Properties=species:S:1:pos:R:3:forces:R:3:lowdin_spin:R:1 method="wB97M-V/def2-TZVPD" homo_energy_ev="-11.56 / -12.60" gap_ev="7.2 / 6.3" spin_multiplicity=2 total_energy_ha=-1499.51826 e_lumo_ev="-4.364 / -6.334" s_squared=0.75 de_lowest_kj_mol=388.2 charge=+1
H 0.12546 -0.79389 0.20303 -2.0886 -0.3132 0.2204 0.027
C 1.51538 -0.59622 -2.27630 -0.5746 -0.2871 2.1546 0.018
O 2.17038 -1.47903 -1.88369 0.1398 0.3223 -1.1403 0.019
O 0.77310 0.29730 -2.33634 0.4427 -0.0110 -1.0287 0.019
C -2.14590 0.72858 1.58580 0.6189 -0.3841 -0.4864 0.004
C -1.49625 -0.10521 0.99915 -0.6544 1.6608 0.6204 0.016
O -0.86655 -0.97224 0.26846 2.0796 -0.5961 -0.4488 0.021
H -2.71317 1.55572 1.96866 0.1238 -0.4595 0.0422 0.000
Yb 2.63754 1.36498 1.47124 -0.0871 0.0678 0.0665 0.877

***

Entry 3:
7
Properties=species:S:1:pos:R:3:forces:R:3:lowdin_charge:R:1 method="wB97M-V/def2-TZVPD" homo_energy_ev="-8.87 / -8.88" gap_ev="6.7 / 6.6" smiles="C1=CC=1.O=S" total_energy_ha=-588.69979 e_lumo_ev="-2.221 / -2.255" de_lowest_kj_mol=480.5 charge=0
C -1.83004 0.97992 0.13170 0.2567 0.1552 -0.2123 0.020
C -1.18063 -0.25551 0.34530 0.6656 4.5880 -3.1214 -0.081
C -0.58821 0.64238 -0.48649 0.0206 -1.5279 1.4197 -0.110
H -1.14296 -1.19258 0.67436 0.0096 -3.4808 1.6781 0.047
H 0.37195 0.73702 -1.03432 -1.3284 0.4474 0.1581 0.026
O 1.92091 -0.37858 0.88415 0.5574 -0.1757 -1.2314 -0.655
S 2.44898 -0.53264 -0.51471 -0.1816 -0.0062 1.3091 0.753

***

Entry 4:
7
Properties=species:S:1:pos:R:3:forces:R:3:lowdin_charge:R:1 method="wB97M-V/def2-TZVPD" homo_energy_ev=-8.92 gap_ev=8.4 smiles="C#CC(O)=S" total_energy_ha=-588.85220 e_lumo_ev=-0.513 de_lowest_kj_mol=80.3 charge=0
C -1.24003 1.12244 -0.53230 0.6528 -0.6146 0.5495 0.149
C -0.26354 0.54041 -0.11053 -1.1305 -0.1900 -0.5281 -0.163
C 0.80341 -0.28113 0.41161 0.7596 2.0443 0.8250 -0.922
O 0.88117 -1.54305 0.05266 -0.7558 -1.1158 -0.4910 0.018
S 1.90903 0.42298 1.40979 -0.5529 -0.5883 -0.5726 0.733
H -2.16177 1.59071 -0.81841 0.4098 0.0145 -0.0315 0.043
H 0.07173 -1.85235 -0.41282 0.6169 0.4500 0.2488 0.141

***

Entry 5:
48
Properties=species:S:1:pos:R:3:forces:R:3:lowdin_charge:R:1 method="wB97M-V/def2-TZVPD" homo_energy_ev=-3.96 gap_ev=6.6 total_energy_ha=-1468.30339 e_lumo_ev=2.669 de_lowest_kj_mol=0.0 charge=-1
C -0.55559 0.44335 -0.79271 0.3210 -0.3943 0.3050 -0.284
C -2.07207 0.25718 -0.92461 0.0369 0.9668 0.1630 -0.709
S -3.08180 1.36731 0.12073 -0.2125 0.0407 0.5130 0.243
N -0.17424 0.60230 0.65179 -0.2692 0.4843 -2.3714 -0.088
C 1.11453 0.08831 0.98838 0.8252 0.2236 2.4271 -0.313
N 1.14447 -1.35090 1.19610 0.0500 -0.5435 -0.6930 0.040
H -0.22728 1.29972 -1.37049 0.0841 0.1998 -0.0090 0.077
H -0.05553 -0.45303 -1.20080 0.0036 0.1346 -0.0551 0.094
H -2.35587 0.57836 -1.92773 0.0797 -0.8896 -0.2910 0.035
H -2.36013 -0.77151 -0.68027 0.0941 -0.0544 -0.4402 0.017
H -0.94727 0.07534 1.01405 -0.0198 -0.1544 1.6226 0.043
H 1.94410 0.55192 0.45031 -0.3446 -0.4037 -1.0997 0.110
H 1.39178 0.50334 1.97351 -0.4727 -0.1033 0.1271 0.105
H 1.76604 -1.65025 1.93425 0.0370 0.3028 0.1295 0.078
H 1.43891 -1.87118 0.37708 0.0349 0.0965 -0.1560 0.045
H -1.20954 1.51104 3.49208 -2.0071 -0.5094 -0.5260 0.009
H 0.05259 2.07944 2.92858 0.0499 0.1065 0.0091 -0.001
O -0.32173 1.66245 3.71488 2.0952 0.5605 0.5391 -0.041
H 0.26326 -0.52914 4.12832 -0.2460 0.2754 -0.3674 0.009
H -0.74038 -1.40919 3.31031 0.2636 0.1295 -0.4991 -0.022
O -0.47035 -1.14485 4.19001 -0.1251 -0.5421 0.8549 -0.070
H 0.14589 -1.55325 -3.48474 -0.0399 -0.1291 -0.0639 -0.010
H 1.05699 -0.35112 -3.77561 0.1501 -0.0619 0.0563 -0.002
O 0.70171 -1.15729 -4.17155 -0.0388 0.0294 0.1491 -0.074
H -2.83518 -1.49113 2.77529 -0.0252 0.3649 0.9494 0.046
H -2.96505 -1.68636 1.35322 0.1029 0.0451 -0.6424 0.037
O -2.35609 -1.90294 2.06470 -0.1691 -0.1431 -0.2841 -0.058
H 3.63778 -1.75698 -1.65221 -0.1210 0.2983 -0.1207 0.020
H 2.33515 -2.45762 -2.02426 0.1064 0.0981 -0.1377 0.025
O 3.10613 -2.52907 -1.44867 -0.1655 -0.2966 0.1902 -0.061
H -1.77152 2.77764 -1.84707 -0.0262 -0.5511 -0.2152 -0.028
H -1.99858 3.85044 -0.92537 0.2897 0.0788 0.2373 0.004
O -1.34282 3.59316 -1.58911 -0.1672 0.5614 -0.1182 -0.105
H -0.69879 -2.68546 0.88303 0.3361 -0.2946 0.5140 0.000
H -0.07386 -4.11755 1.03704 0.1197 0.2367 0.2435 0.053
O -0.62328 -3.56483 0.48183 -0.3491 -0.0498 -0.6079 -0.070
H -1.74971 -2.31347 -2.09567 -0.0206 -0.0439 -0.0089 0.022
H -0.63957 -2.98196 -1.28068 -0.3095 -0.4292 -0.2052 -0.005
O -1.05137 -2.97465 -2.16733 0.3138 0.4800 -0.0822 -0.070
H -0.50835 3.74374 1.66865 -0.5178 0.1211 -0.0651 0.046
H -0.10027 2.38586 0.97156 -0.5761 0.0160 0.0925 0.001
O 0.18833 3.31650 1.18000 0.7841 -0.4759 0.0991 -0.099
H 2.11355 1.10507 -1.75693 0.4895 -0.0983 -0.4911 -0.003
H 3.36337 1.28227 -2.59305 0.2068 0.1861 -0.0717 0.030
O 2.66503 0.64840 -2.43808 -0.5882 -0.3522 0.3284 -0.079
H 1.25807 2.90067 -0.22674 0.2570 0.1330 -0.0743 0.008
H 1.68892 3.37803 -1.58212 -0.0315 -0.1136 -0.0771 0.065
O 1.90959 2.70192 -0.92994 -0.2888 0.4640 0.2236 -0.072